Formula: C5H9N
Source: the Open Molecules 2025 dataset
Level of theory: ωB97M-V/def2-TZVPD

```
! wB97M-V def2-TZVPD RIJCOSX def2/J DEFGRID3
* xyz 0 1
C 0.66962 0.33084 -2.14954
C 0.13892 1.06479 -1.07886
C 0.11183 0.46261 0.30164
C 0.46914 1.17601 1.34679
N 0.09290 -0.92809 0.33813
C -0.94769 -1.49454 1.08683
H 0.68624 1.09775 -3.03960
H 1.20499 -0.56742 -2.07921
H -0.61847 1.83004 -1.26369
H 1.10741 0.67813 2.13841
H 0.46468 2.27961 1.22789
H 0.08648 -1.09490 -0.67094
H -1.18868 -2.47768 0.66107
H -0.47825 -1.55073 2.07114
H -1.79913 -0.80642 1.10994
*
```

## Properties
HOMO-LUMO gap in eV: 9.238
Highest occupied orbital energy in eV: -8.26

Löwdin population analysis, charges in e, atoms 1 to 2: atom 1 (C): 0.01, atom 2 (C): -0.10

=====

Formula: C4H12NO
Source: the Open Molecules 2025 dataset
Level of theory: ωB97M-V/def2-TZVPD

```
! wB97M-V def2-TZVPD RIJCOSX def2/J DEFGRID3
* xyz 2 2
C 0.76927 -1.13816 -0.99474
C 0.76017 0.41196 -1.06863
C -0.59406 1.03758 -1.16542
C -0.94798 2.33061 -0.74181
N 0.51916 -1.61726 0.40919
H -0.01009 -1.54402 -1.63133
H 1.76932 -1.44469 -1.29454
H 1.07912 0.72946 -0.05611
H 1.44556 0.83711 -1.81012
H -1.37214 0.27468 -1.14704
H -1.94789 2.61138 -0.44147
H -0.20336 3.12474 -0.84600
H 1.38663 -1.69294 0.94436
H -0.18920 -1.06209 0.90849
H 0.18295 -2.58489 0.35143
H -0.40333 0.49943 3.07394
H -1.46970 -0.59508 3.01854
O -0.77445 -0.17782 2.49128
*
```

## Properties
HOMO-LUMO gap (alpha / beta) in eV: 10.324 / 7.096
<S²>: 0.752
Highest occupied orbital energy (alpha / beta) in eV: -19.85 / -19.85

Löwdin population analysis, charges in e, atoms 1 to 2: atom 1 (C): -0.10, atom 2 (C): -0.11

=====

Formula: C6H7LiO6Sr
Source: the Open Molecules 2025 dataset
Level of theory: ωB97M-V/def2-TZVPD

```
! wB97M-V def2-TZVPD RIJCOSX def2/J DEFGRID3
* xyz 1 2
Li 1.60425 1.28875 0.75251
O 1.48604 0.79286 -1.16594
O 1.10433 -1.41669 -1.11863
C 2.05889 -1.71409 -0.05244
C 1.40857 -1.59428 1.31063
O 0.97047 -0.30175 1.58496
C 0.87594 -0.20226 -1.48509
H 2.38447 -2.74116 -0.24594
H 2.91432 -1.03629 -0.17363
H 2.16175 -1.90753 2.05616
H 0.60308 -2.34766 1.37208
Sr -0.77388 0.47309 2.29158
O -0.16329 2.22846 1.22632
O -1.89651 1.15597 0.52049
C -2.59175 0.70323 -0.58455
C -1.95298 0.01064 -1.58148
O -1.51651 3.27063 -0.26904
C -1.19223 2.41005 0.49913
H -3.58524 1.14407 -0.64210
H -2.44522 -0.87476 -1.98864
H -1.45449 0.65870 -2.30639
*
```

## Properties
HOMO-LUMO gap (alpha / beta) in eV: 7.790 / 8.437
<S²>: 1.078
Highest occupied orbital energy (alpha / beta) in eV: -11.75 / -12.50

Löwdin population analysis, charges in e, atoms 1 to 2: atom 1 (Li): 0.74, atom 2 (O): 0.02

=====

Formula: C14H11N2O2S2
Source: the Open Molecules 2025 dataset
Level of theory: ωB97M-V/def2-TZVPD

```
! wB97M-V def2-TZVPD RIJCOSX def2/J DEFGRID3
* xyz -1 1
C 3.66996 2.14496 -2.01712
C 2.89314 2.28072 -0.71502
C 1.81082 3.18482 -0.67312
C 0.86670 3.11769 0.37165
C 1.00089 2.12963 1.36821
S -0.36732 1.73395 2.40524
C -1.24090 0.53098 1.42575
S -0.56578 0.10702 -0.07568
N -2.35731 0.21424 2.06914
C -3.37528 -0.64356 1.91501
C -4.47012 -0.55780 2.88680
C -5.56567 -1.37581 2.76079
C -5.58395 -2.33894 1.70386
N -6.62995 -3.29670 1.59083
O -6.51453 -4.13198 0.65936
O -7.58722 -3.29308 2.38837
C -4.55486 -2.46061 0.75607
C -3.46874 -1.62810 0.88315
C 2.24233 1.48011 1.52166
C 3.16502 1.53010 0.45700
H 4.57112 1.52239 -1.90995
H 3.02192 1.68801 -2.78257
H 3.98485 3.10178 -2.45431
H 1.73895 3.92120 -1.48871
H 0.01829 3.79081 0.49204
H -4.38300 0.18766 3.69244
H -6.44217 -1.33730 3.41583
H -4.61663 -3.18837 -0.04509
H -2.62346 -1.66199 0.20400
H 2.39343 0.98357 2.47833
H 4.12700 1.01117 0.51850
*
```

## Properties
HOMO-LUMO gap in eV: 6.641
Highest occupied orbital energy in eV: -4.35

Löwdin population analysis, charges in e, atoms 1 to 2: atom 1 (C): -0.07, atom 2 (C): -0.28

=====

Formula: C5H3NO
Source: the Open Molecules 2025 dataset
Level of theory: ωB97M-V/def2-TZVPD

```
! wB97M-V def2-TZVPD RIJCOSX def2/J DEFGRID3
* xyz 0 1
C -2.25910 -0.01700 -0.72273
C -1.23885 0.26055 -0.15234
C -0.03604 0.65110 0.58713
C 1.10528 -0.35156 0.56356
O 1.62748 -0.77742 1.56563
C 1.65632 -0.77489 -0.74606
N 2.22431 -1.12378 -1.69454
H -3.16417 -0.26793 -1.23456
H 0.34912 1.59874 0.18803
H -0.26435 0.80220 1.64588
*
```

## Properties
HOMO-LUMO gap in eV: 10.206
Highest occupied orbital energy in eV: -10.78

Löwdin population analysis, charges in e, atoms 1 to 2: atom 1 (C): 0.13, atom 2 (C): -0.13

=====

Formula: C4H12
Source: the Open Molecules 2025 dataset
Level of theory: ωB97M-V/def2-TZVPD

```
! wB97M-V def2-TZVPD RIJCOSX def2/J DEFGRID3
* xyz 0 1
C -0.95369 1.60309 0.55390
C -0.21222 2.76121 1.27286
H -2.00992 1.63518 0.82496
H -0.90401 1.61774 -0.52221
H -0.43193 0.65854 0.73759
H -0.20565 2.55501 2.34792
H 0.86281 2.75781 1.14365
H -0.64523 3.67544 0.91339
C 0.22771 -2.29371 -1.58784
C 0.85467 -2.10575 -0.21538
H 0.95108 -1.99933 -2.37786
H -0.33595 -3.19939 -1.75611
H -0.36011 -1.39601 -1.86693
H 1.32997 -3.05661 0.06817
H 0.11086 -1.74547 0.53370
H 1.72159 -1.46776 -0.06981
*
```

## Properties
HOMO-LUMO gap in eV: 12.373
Highest occupied orbital energy in eV: -11.27

Löwdin population analysis, charges in e, atoms 1 to 2: atom 1 (C): -0.16, atom 2 (C): -0.16

=====

Formula: C5H13NO
Source: the Open Molecules 2025 dataset
Level of theory: ωB97M-V/def2-TZVPD

```
! wB97M-V def2-TZVPD RIJCOSX def2/J DEFGRID3
* xyz 0 1
C -2.52528 0.86810 1.84798
N -1.24640 0.74952 1.10363
C -0.61212 -0.55903 1.25043
C 0.48525 -0.57672 0.21121
C -0.14039 0.27709 -0.96108
C -1.46330 0.77998 -0.35315
H -2.68367 -0.07580 2.36579
H -2.49567 1.74018 2.48781
H -3.33957 0.79025 1.13922
H -1.26025 -1.39752 1.00360
H -0.30073 -0.65950 2.27456
H 1.38683 -0.00712 0.43998
H 0.74214 -1.59534 -0.07212
H 0.46621 1.13073 -1.24458
H -0.34668 -0.37842 -1.79048
H -2.31758 0.15485 -0.63142
H -1.63024 1.79239 -0.73876
O 5.49508 -0.78260 -2.63891
H 5.76638 -1.62134 -2.25662
H 6.01998 -0.62970 -3.43708
*
```

## Properties
HOMO-LUMO gap in eV: 9.619
Highest occupied orbital energy in eV: -8.64

Löwdin population analysis, charges in e, atoms 1 to 2: atom 1 (C): -0.07, atom 2 (N): -0.20

=====

Formula: C3H9NO
Source: the Open Molecules 2025 dataset
Level of theory: ωB97M-V/def2-TZVPD

```
! wB97M-V def2-TZVPD RIJCOSX def2/J DEFGRID3
* xyz 0 1
C -2.50818 -0.54378 0.30971
C -1.30728 -0.05419 0.01401
N -1.00931 1.28159 -0.16640
H -2.73900 -1.58729 0.18579
H -3.30846 0.09108 0.65982
H -0.41573 -0.76627 -0.19966
H -1.59627 1.92181 0.34953
H -0.02441 1.50465 -0.14375
C 2.03884 -0.63206 -0.02567
O 2.06296 0.76359 -0.25863
H 2.08240 -1.20560 -0.95823
H 2.90663 -0.92643 0.57445
H 1.00036 -0.83140 0.47479
H 2.81745 0.98430 -0.81579
*
```

## Properties
HOMO-LUMO gap in eV: 8.760
Highest occupied orbital energy in eV: -7.97

Löwdin population analysis, charges in e, atoms 1 to 2: atom 1 (C): -0.04, atom 2 (C): -0.32

=====

Formula: C33H59F22IN2O13P3S3
Source: the Open Molecules 2025 dataset
Level of theory: ωB97M-V/def2-TZVPD

```
! wB97M-V def2-TZVPD RIJCOSX def2/J DEFGRID3
* xyz 1 1
C 4.79352 0.67315 -3.23753
C 4.04831 -0.49586 -3.84021
O 4.07842 -0.74386 -5.01791
O 3.34135 -1.34315 -3.01207
C 2.66768 -0.75751 -1.91782
C 1.43288 0.04423 -2.36163
C 0.35268 -0.03121 -1.26192
C 0.81301 0.84340 -0.06812
N -0.20226 1.76965 0.42787
P 0.07015 3.39047 0.13733
O -0.42154 4.20926 1.41333
O 1.65279 3.57834 0.16957
S -0.68901 4.08761 -1.50035
C -1.59565 1.24322 0.50717
O -2.51881 2.15661 0.97858
C -1.53214 0.17377 1.62701
C -0.98480 0.74581 2.94143
C -2.03186 1.00772 4.01813
F -3.25438 1.25235 3.48718
F -2.19587 -0.06948 4.81635
C -1.72160 2.25550 4.89254
F -1.48267 3.32668 4.11924
F -2.84927 2.52289 5.57343
C -0.60064 2.01703 5.96333
F -1.22854 1.61536 7.07953
F 0.20914 0.99707 5.63573
C 0.19034 3.29895 6.38213
F 0.63349 3.10029 7.62375
F -0.61434 4.35056 6.44044
S 1.72950 3.71916 5.33879
F 1.16570 2.90628 4.07606
F 2.47183 2.44495 5.89854
F 2.30743 4.57866 6.53118
F 1.04241 5.03385 4.77677
F 3.00802 4.06207 4.48039
C -2.07067 0.61048 -0.86932
C -3.14526 1.44117 -1.59466
C -4.58669 1.33778 -1.03229
C -5.21197 2.72729 -0.88139
I -5.87788 3.49102 -2.76257
C -2.57168 -0.83841 -0.73925
C -3.18114 -1.43297 -2.02835
C -3.22156 -2.95842 -2.00227
F -4.27181 -3.44248 -2.66413
F -3.42265 -3.31336 -0.69367
C -1.92274 -3.72098 -2.38459
F -2.19977 -5.01856 -2.34549
F -0.96276 -3.52587 -1.47118
S -1.17317 -3.35089 -4.09730
F -2.52509 -2.70543 -4.60995
F -0.63865 -1.91778 -3.55879
F 0.19118 -3.99862 -3.61971
F -1.62386 -4.74975 -4.65470
F -0.51117 -3.02619 -5.47939
N -0.88595 0.59640 -1.81154
H 4.07657 1.43694 -2.92561
H 5.34777 0.37060 -2.34864
H 5.44313 1.07523 -4.00569
H 3.31479 -0.14290 -1.28588
H 2.34068 -1.59064 -1.29016
H 1.05729 -0.30489 -3.32334
H 1.70411 1.10209 -2.45203
H 0.22840 -1.08638 -1.02882
H 1.10059 0.17031 0.74784
H 1.73064 1.34893 -0.34970
H -1.19221 4.74062 1.17015
H 1.93800 3.70005 1.09143
H -2.62070 2.89574 0.36003
H -0.91499 -0.67444 1.33717
H -2.52490 -0.22236 1.83316
H -0.31202 0.00494 3.37667
H -0.38963 1.64527 2.80719
H -2.88483 2.49953 -1.62978
H -3.18119 1.13486 -2.64406
H -4.64261 0.86367 -0.05226
H -5.19696 0.79913 -1.75620
H -6.03690 2.74408 -0.17576
H -4.48320 3.46197 -0.53956
H -3.36674 -0.83764 -0.00019
H -1.80658 -1.52170 -0.37931
H -2.76406 -1.05067 -2.95602
H -4.23520 -1.15042 -2.05430
H -0.63408 1.57276 -2.05784
H -1.12371 0.13116 -2.68995
O 7.87687 -0.87086 10.51674
P 6.76506 -0.76775 9.56868
O 5.35244 -0.87073 10.31694
C 5.19089 -0.37433 11.64961
C 4.92806 1.11794 11.66640
O 6.73528 -2.18466 8.76999
C 7.92119 -2.97628 8.64544
C 7.85041 -4.18356 9.55534
O 6.43992 0.14265 8.32190
C 5.18008 0.02984 7.63678
C 4.31372 1.26270 7.87671
H 6.05904 -0.62089 12.26151
H 4.33909 -0.90780 12.07089
H 5.72775 1.66172 11.15832
H 4.85568 1.48017 12.69180
H 3.99240 1.34937 11.15488
H 8.80828 -2.38237 8.86332
H 7.98335 -3.29227 7.60233
H 7.62885 -3.88166 10.57877
H 8.79460 -4.72954 9.54913
H 7.05470 -4.85733 9.23409
H 4.66335 -0.88257 7.92224
H 5.42570 -0.06346 6.57969
H 4.67882 1.83703 8.72535
H 3.27648 0.98248 8.06094
H 4.33174 1.91743 7.01118
O -4.66521 -0.21142 -8.41780
P -4.36622 -1.00225 -9.61814
O -2.88341 -1.61624 -9.53708
C -2.32148 -1.96785 -8.27712
C -2.76273 -3.34267 -7.81474
O -4.12933 0.07370 -10.80919
C -4.72767 1.37228 -10.75908
C -3.68732 2.42222 -10.43291
O -5.14904 -2.06023 -10.47140
C -4.51903 -2.74931 -11.57656
C -4.29657 -4.22032 -11.24420
H -2.56685 -1.21342 -7.52601
H -1.23875 -1.95095 -8.40874
H -3.85202 -3.41322 -7.76890
H -2.35507 -3.54107 -6.82591
H -2.41134 -4.11360 -8.50114
H -5.54063 1.39692 -10.03382
H -5.15822 1.56083 -11.74358
H -3.14049 2.15442 -9.52845
H -4.15393 3.39692 -10.28399
H -2.96034 2.50276 -11.24196
H -3.59307 -2.25721 -11.86054
H -5.20419 -2.64510 -12.41496
H -4.38102 -4.39443 -10.17361
H -3.31453 -4.55197 -11.57926
H -5.03876 -4.84812 -11.73609
*
```

## Properties
HOMO-LUMO gap in eV: 8.848
Highest occupied orbital energy in eV: -11.40

Löwdin population analysis, charges in e, atoms 1 to 2: atom 1 (C): 0.02, atom 2 (C): -0.49

=====

Formula: C3H7N3O
Source: the Open Molecules 2025 dataset
Level of theory: ωB97M-V/def2-TZVPD

```
! wB97M-V def2-TZVPD RIJCOSX def2/J DEFGRID3
* xyz 0 1
H -4.14095 -0.01520 -0.52854
N -3.32968 0.01611 0.08481
C -2.28946 -0.17292 -0.61792
N -1.05165 -0.20931 0.01127
C 0.20807 0.02305 -0.54543
O 0.38599 0.28098 -1.72136
N 1.22004 -0.10802 0.37614
C 2.60294 0.17196 0.04255
H -2.31896 -0.38627 -1.68233
H -1.13927 -0.33566 1.00845
H 0.98291 -0.10951 1.35532
H 2.76404 -0.05876 -1.01029
H 3.25831 -0.46379 0.64654
H 2.87500 1.22097 0.21372
*
```

## Properties
HOMO-LUMO gap in eV: 10.439
Highest occupied orbital energy in eV: -9.63

Löwdin population analysis, charges in e, atoms 1 to 2: atom 1 (H): 0.04, atom 2 (N): 0.08

=====

Formula: C2H4N2O2S
Source: the Open Molecules 2025 dataset
Level of theory: ωB97M-V/def2-TZVPD

```
! wB97M-V def2-TZVPD RIJCOSX def2/J DEFGRID3
* xyz 0 1
C -3.38944 -1.34882 0.31000
C 0.74896 -0.19848 0.17146
N -3.47081 -2.46872 0.09431
N -0.27277 0.48502 0.37182
O -2.60424 0.37641 -1.24338
O -4.56645 0.94214 0.07482
S -3.26555 0.42681 0.30990
H -1.71950 -0.06432 -1.22809
H 1.80207 -0.22078 0.73101
H 0.58495 -0.91617 -0.49360
H -0.23992 1.27229 1.05909
*
```

## Properties
HOMO-LUMO gap in eV: 10.987
Highest occupied orbital energy in eV: -10.58

Löwdin population analysis, charges in e, atoms 1 to 2: atom 1 (C): -0.37, atom 2 (C): -0.11

=====

Formula: C27H29AuGe2PSe2
Source: the Open Molecules 2025 dataset
Level of theory: ωB97M-V/def2-TZVPD

```
! wB97M-V def2-TZVPD RIJCOSX def2/J DEFGRID3
* xyz 0 2
Au 0.01663 0.37650 1.39410
Se -1.96829 -1.62709 1.52381
P -3.00823 0.13408 0.70332
Se -2.37382 1.96164 1.67704
C -2.70276 0.13971 -1.08457
C -2.87362 1.32958 -1.75236
C -2.81225 1.34854 -3.12460
C -2.64035 0.17707 -3.83846
C -2.47920 -1.03773 -3.18454
C -2.47024 -1.03544 -1.77440
C -4.81655 -0.14302 0.81844
C -5.63971 0.90122 1.17157
C -7.01552 0.77262 1.09245
C -7.53029 -0.46650 0.76304
C -6.74066 -1.49364 0.37989
C -5.36657 -1.37404 0.41056
H -3.08659 2.23396 -1.21372
H -2.87267 2.31585 -3.59266
H -2.65511 0.23960 -4.93385
H -2.23885 -1.93141 -3.76060
H -2.44384 -1.95818 -1.19792
H -5.22742 1.87565 1.49145
H -7.61895 1.59202 1.42167
H -8.62614 -0.65813 0.85370
H -7.19597 -2.45696 0.04264
H -4.73092 -2.13800 0.05561
C 0.96012 -2.55083 -1.37031
Ge 2.55748 -2.17427 -0.29298
C 4.21358 -2.36378 -1.35272
C 2.35818 -3.33746 1.19727
Ge 2.32876 -0.06621 0.88737
C 2.00293 1.47456 -0.38017
C 2.02997 2.81371 0.02928
C 1.85943 3.89023 -0.87953
C 1.53056 3.61453 -2.19905
C 1.48621 2.28494 -2.63445
C 1.72262 1.25008 -1.73504
C 3.69084 0.30685 2.28482
C 4.85218 -0.43361 2.30977
C 5.84256 -0.16707 3.25288
C 5.64735 0.86500 4.20954
C 4.50679 1.64749 4.12592
C 3.52808 1.38167 3.17715
H 0.78417 -3.59880 -1.31612
H 1.01088 -2.17416 -2.41989
H 0.11963 -2.03808 -0.90897
H 4.27111 -3.35667 -1.78688
H 5.05775 -2.28056 -0.70416
H 4.14838 -1.56811 -2.09677
H 2.45904 -4.39908 0.94198
H 1.36070 -3.17069 1.59416
H 3.03318 -3.16877 2.04827
H 2.32452 3.03179 1.07163
H 1.90557 4.90379 -0.53915
H 1.31434 4.39088 -2.87803
H 1.27746 2.04171 -3.63895
H 1.66369 0.21859 -2.07380
H 5.06961 -1.20513 1.58830
H 6.78047 -0.68869 3.23423
H 6.43203 1.11077 4.93323
H 4.37197 2.48489 4.81349
H 2.61573 1.95260 3.16607
*
```

## Properties
HOMO-LUMO gap (alpha / beta) in eV: 7.856 / 5.507
<S²>: 0.764
Highest occupied orbital energy (alpha / beta) in eV: -7.40 / -7.65

Löwdin population analysis, charges in e, atoms 1 to 2: atom 1 (Au): 0.34, atom 2 (Se): 0.25

=====

What did the tenth record say?
Formula: C3H7N3O
Source: the Open Molecules 2025 dataset
Level of theory: ωB97M-V/def2-TZVPD

```
! wB97M-V def2-TZVPD RIJCOSX def2/J DEFGRID3
* xyz 0 1
H -4.14095 -0.01520 -0.52854
N -3.32968 0.01611 0.08481
C -2.28946 -0.17292 -0.61792
N -1.05165 -0.20931 0.01127
C 0.20807 0.02305 -0.54543
O 0.38599 0.28098 -1.72136
N 1.22004 -0.10802 0.37614
C 2.60294 0.17196 0.04255
H -2.31896 -0.38627 -1.68233
H -1.13927 -0.33566 1.00845
H 0.98291 -0.10951 1.35532
H 2.76404 -0.05876 -1.01029
H 3.25831 -0.46379 0.64654
H 2.87500 1.22097 0.21372
*
```

## Properties
HOMO-LUMO gap in eV: 10.439
Highest occupied orbital energy in eV: -9.63

Löwdin population analysis, charges in e, atoms 1 to 2: atom 1 (H): 0.04, atom 2 (N): 0.08